DFT (ωB97M-V with the def2-TZVPD basis set) results for a molecular structure, C16H18BN9OS3W.

Geometry (Å):
W (-0.563, -1.391, 0.452)
C (3.460, -1.345, -0.948)
C (2.256, -1.987, -0.852)
N (1.308, -1.120, -0.408)
N (1.918, 0.117, -0.262)
C (3.207, -0.023, -0.566)
B (1.018, 1.398, -0.023)
N (0.270, 1.257, 1.383)
C (0.364, 2.067, 2.426)
C (-0.526, 1.654, 3.427)
C (-1.120, 0.527, 2.935)
N (-0.653, 0.272, 1.673)
N (-0.132, 1.271, -1.032)
C (-0.437, 1.966, -2.129)
C (-1.519, 1.357, -2.753)
C (-1.799, 0.254, -1.979)
N (-0.954, 0.197, -0.925)
N (1.728, 2.679, -0.081)
C (1.195, 3.946, -0.143)
C (2.195, 4.830, 0.129)
C (3.332, 4.024, 0.362)
N (3.059, 2.743, 0.251)
H (4.406, -1.756, -1.258)
H (1.997, -3.014, -1.057)
H (3.849, 0.842, -0.490)
H (1.044, 2.907, 2.395)
H (-0.713, 2.139, 4.371)
H (-1.876, -0.105, 3.375)
H (0.125, 2.848, -2.393)
H (-2.032, 1.686, -3.640)
H (-2.578, -0.475, -2.114)
H (0.151, 4.113, -0.360)
H (2.133, 5.905, 0.138)
H (4.337, 4.336, 0.601)
N (-2.379, -3.842, -2.392)
C (-2.203, -2.973, -1.439)
O (-1.056, -2.409, -1.292)
C (-3.276, -2.594, -0.463)
C (-2.663, -1.643, 0.554)
H (-1.643, -4.040, -3.059)
H (-3.278, -4.285, -2.533)
H (-3.689, -3.498, -0.008)
H (-4.103, -2.136, -1.014)
H (-2.753, -2.016, 1.590)
H (-3.121, -0.650, 0.541)
S (1.097, -4.759, 3.265)
C (0.446, -3.585, 2.333)
S (0.406, -1.908, 2.649)
S (-0.239, -3.781, 0.761)

Force components x, y, z for each atom (eV/Å):
W 0.2482 -0.2646 0.6475
C 0.0495 0.1067 -0.0006
C -0.0654 0.0145 0.0160
N -0.0706 0.0538 -0.0651
N -0.1746 -0.0264 0.0325
C -0.0353 0.0728 -0.0553
B -0.0182 -0.2281 0.0822
N -0.0866 -0.0714 -0.0407
C -0.0266 0.0720 -0.0474
C 0.0384 0.0365 0.0053
C -0.0586 0.0204 -0.1153
N 0.3238 0.2103 0.1596
N 0.1136 -0.0038 -0.0992
C -0.0611 -0.0051 0.0402
C 0.0038 0.0241 -0.0236
C 0.0231 0.0488 0.1076
N -0.1702 0.2215 -0.3071
N 0.2210 0.1237 -0.0653
C 0.0056 -0.0384 0.0576
C -0.0857 0.0076 -0.0700
C 0.1038 -0.0859 0.0044
N -0.1869 0.0319 0.0606
H -0.0061 -0.0118 0.0002
H 0.0147 -0.0023 -0.0066
H 0.0441 -0.0270 0.0025
H 0.0021 -0.0071 0.0441
H 0.0099 -0.0111 0.0050
H 0.0058 0.0030 0.0202
H -0.0123 -0.0190 -0.0310
H 0.0114 -0.0072 -0.0081
H -0.0244 0.0054 -0.0325
H 0.0196 0.0327 0.0059
H 0.0053 -0.0035 0.0174
H -0.0107 0.0121 -0.0014
N -0.1214 0.1670 -0.0780
C 0.2497 -0.0535 0.0507
O -0.0695 -0.3581 -0.2338
C -0.0590 -0.0157 -0.0299
C -0.0655 0.1925 -0.0581
H 0.0124 -0.0432 0.0135
H -0.0005 -0.0034 -0.0470
H 0.0206 0.0030 0.0226
H -0.0082 -0.0245 0.0107
H 0.0370 -0.0254 -0.0047
H -0.0908 -0.0502 -0.0014
S -0.1594 0.0468 -0.0079
C 0.5009 -0.3878 0.1142
S -0.2495 0.2308 0.1186
S -0.1476 0.0364 -0.2093

Computed properties:
2S+1: 2
HOMO energy (spin up / spin down): -16.96 / -16.96 eV
DFT total energy: -67324.4901 eV
charge: +3
frontier orbital gap (spin up / spin down): 0.1662 / 0.1486 Eh